DFT (ωB97M-V/def2-TZVPD) results for a 2-piece molecular cluster, C5H12OSi2 overall in a non-equilibrium geometry.

Computed properties:
Energy relative to the best compared isomer or geometry (same formula, charge and spin): 170.68 kcal per mole
Charge: 0
HOMO (spin up / spin down): -8.00 / -7.87 eV
Lowest unoccupied orbital energy (spin up / spin down): -0.801 / -0.748 eV
HOMO-LUMO gap (spin up / spin down): 7.20 / 7.12 eV

Each line ends with the natural charge from an NBO analysis.
Positions of all 20 atoms, in Å:
Si 1.9639 2.0444 0.2251  0.811
Si -1.3041 -1.7184 2.9248  0.665
O -2.0148 -0.9262 -0.7706  -0.549
C -0.1163 0.1545 -1.8305  -0.439
C 0.1558 -0.2227 -0.4190  -0.251
C 1.3569 0.1940 0.4058  -0.814
C -1.5598 -0.3446 -2.0580  -0.061
C -1.0006 -0.6265 0.0793  0.320
H -1.3561 -3.1149 3.2368  -0.180
H 2.1008 -0.5027 -0.0732  0.247
H -2.0654 0.4861 -2.3618  0.183
H -0.1138 1.1527 -1.9975  0.198
H -1.6076 -1.2596 -2.6705  0.193
H 1.1446 3.2641 0.5158  -0.143
H 3.5037 2.2120 0.7290  -0.144
H 1.4446 -0.1205 1.4517  0.240
H -0.5461 -1.0415 4.0143  -0.151
H 2.1550 1.9948 -1.2305  -0.185
H 0.4567 -0.2785 -2.5731  0.208
H -2.5974 -1.3465 2.4022  -0.147